No. 1
Density functional theory data (ωB97M-V/def2-TZVPD) for a 13-piece molecular cluster, C52H78O26 overall.

Geometry (Å):
1 O 0.81286 3.72352 -1.71752
2 C 1.52952 4.13840 -2.59957
3 O 2.33738 5.19322 -2.35167
4 C 2.79866 5.78356 -3.54152
5 C 2.83956 4.50646 -4.44774
6 C 1.55439 3.79194 -4.01735
7 H 3.72484 6.31834 -3.44430
8 H 1.92802 6.32596 -3.91370
9 H 3.73879 3.94019 -4.07352
10 H 2.93683 4.75283 -5.48994
11 H 1.66659 2.77130 -3.97645
12 H 0.60415 3.98812 -4.62000
13 O 0.56662 4.75979 4.28919
14 C -0.06472 4.90616 3.29762
15 O 0.02545 6.04488 2.56173
16 C -1.12660 6.05901 1.66526
17 C -1.27816 4.56923 1.27411
18 C -0.98965 3.93123 2.67307
19 H -0.93158 6.79510 0.90084
20 H -2.01809 6.43828 2.15252
21 H -0.45997 4.25332 0.55592
22 H -2.19856 4.28097 0.84375
23 H -0.46562 2.95397 2.59640
24 H -1.84276 3.79548 3.26835
25 O -3.97272 -0.74773 -1.21484
26 C -3.98721 -1.75522 -0.53402
27 O -3.16352 -1.86047 0.51579
28 C -3.21270 -3.19596 1.02910
29 C -4.09347 -4.04177 0.07822
30 C -4.92455 -2.86189 -0.55375
31 H -3.62756 -3.16261 2.07332
32 H -2.15262 -3.50746 1.12081
33 H -4.79045 -4.68241 0.66473
34 H -3.49302 -4.49085 -0.72769
35 H -5.84395 -2.58505 -0.01875
36 H -5.26074 -3.16084 -1.56174
37 O -0.15671 1.21947 4.26416
38 C 0.58633 0.91520 5.13876
39 O 1.01012 1.79327 6.03389
40 C 1.84650 1.13613 7.03352
41 C 2.34349 -0.13735 6.30624
42 C 1.19746 -0.44840 5.34335
43 H 1.17978 0.79877 7.83931
44 H 2.52832 1.92216 7.44708
45 H 2.61271 -1.02984 6.96397
46 H 3.21210 0.04690 5.72062
47 H 0.36518 -0.95827 5.81204
48 H 1.33511 -0.98218 4.46336
49 O -4.79479 3.34623 -0.39670
50 C -4.18712 3.49235 -1.38901
51 O -4.18905 4.67665 -2.00816
52 C -3.44571 4.54756 -3.21504
53 C -2.45207 3.45225 -2.95291
54 C -3.34721 2.50782 -2.19493
55 H -2.94295 5.50331 -3.43769
56 H -4.07639 4.33710 -4.06404
57 H -1.75544 3.83785 -2.21508
58 H -1.89879 3.02733 -3.81465
59 H -2.91233 1.81123 -1.51310
60 H -4.05973 1.94824 -2.80353
61 O 4.65907 2.71528 -0.28067
62 C 4.17344 2.76657 0.79953
63 O 4.58701 1.91844 1.74548
64 C 3.89092 2.12929 2.98752
65 C 2.60881 2.85699 2.60908
66 C 3.01734 3.58956 1.24850
67 H 4.58545 2.60083 3.66249
68 H 3.68914 1.12881 3.43594
69 H 2.33720 3.53808 3.39978
70 H 1.79581 2.08119 2.50084
71 H 3.38440 4.56596 1.50625
72 H 2.29779 3.61377 0.44590
73 O -0.86704 -2.94151 -0.97856
74 C -0.63137 -3.62619 -1.94993
75 O -1.54744 -4.46763 -2.43985
76 C -1.05443 -5.11881 -3.61346
77 C 0.40094 -5.13267 -3.40788
78 C 0.63782 -3.85037 -2.64485
79 H -1.14451 -4.52258 -4.50499
80 H -1.47714 -6.07493 -3.78945
81 H 0.77117 -5.12589 -4.40598
82 H 0.79217 -5.90247 -2.72809
83 H 0.95772 -2.94879 -3.32021
84 H 1.36321 -3.95837 -1.89673
85 O -1.47149 -2.23005 3.66520
86 C -2.18679 -1.42378 4.20362
87 O -2.01167 -1.22819 5.48837
88 C -2.94852 -0.26059 5.94123
89 C -3.53966 0.48711 4.76584
90 C -3.17662 -0.38324 3.58789
91 H -2.36058 0.37741 6.68586
92 H -3.73658 -0.65329 6.58912
93 H -3.08155 1.45372 4.69782
94 H -4.66357 0.55910 4.80395
95 H -2.49880 0.20719 2.91095
96 H -3.98895 -0.84223 2.95928
97 O 1.65572 -0.26552 -1.84831
98 C 0.89373 -0.14747 -0.92728
99 O 1.30479 -0.35698 0.30495
100 C 0.11241 -0.40333 1.22453
101 C -0.86711 0.60433 0.56320
102 C -0.53806 0.35344 -0.91707
103 H 0.45871 -0.05606 2.18680
104 H -0.24804 -1.42184 1.19554
105 H -0.58860 1.57481 0.85366
106 H -1.91581 0.44042 0.89090
107 H -0.57017 1.30445 -1.40419
108 H -1.24825 -0.31991 -1.38700
109 O 1.84391 -3.28613 1.19348
110 C 2.82004 -2.67425 0.86216
111 O 3.10125 -2.52317 -0.45137
112 C 4.26874 -1.64556 -0.64797
113 C 4.90527 -1.31998 0.78123
114 C 3.87432 -1.93059 1.73424
115 H 3.88723 -0.74037 -1.11589
116 H 5.05385 -2.12171 -1.23150
117 H 5.18567 -0.29588 0.94670
118 H 5.80185 -1.79687 0.87566
119 H 3.36284 -1.24281 2.41565
120 H 4.34199 -2.72669 2.35645
121 O 0.29707 -2.27856 -6.57145
122 C 1.15901 -1.69840 -5.92493
123 O 1.99449 -2.36365 -5.11272
124 C 3.03124 -1.42643 -4.61046
125 C 2.78494 -0.17362 -5.37799
126 C 1.26253 -0.23683 -5.70704
127 H 3.98439 -1.89909 -4.91257
128 H 2.82253 -1.37151 -3.55191
129 H 3.39728 -0.24854 -6.29597
130 H 3.13893 0.74558 -4.79605
131 H 0.94800 0.27683 -6.63866
132 H 0.54107 0.04868 -4.87088
133 O 1.78810 -6.28245 6.28158
134 C 1.20303 -5.88759 5.34345
135 O 1.00653 -4.55664 5.13378
136 C 0.97301 -4.28573 3.70209
137 C 1.09406 -5.63774 2.97516
138 C 0.72218 -6.65560 4.13878
139 H 1.84762 -3.67123 3.57131
140 H 0.06054 -3.70405 3.47773
141 H 2.12375 -5.84987 2.66436
142 H 0.51951 -5.69124 2.08114
143 H 1.29122 -7.63812 4.14605
144 H -0.34729 -6.68035 4.20625
145 O -5.29163 0.14079 -5.60714
146 C -4.13110 0.09134 -5.41983
147 O -3.23626 1.09286 -5.77913
148 C -1.93010 0.51073 -5.70181
149 C -1.99647 -0.40981 -4.54243
150 C -3.38515 -1.02114 -4.72708
151 H -1.31312 1.39083 -5.51029
152 H -1.64941 0.01948 -6.70776
153 H -1.95688 0.14409 -3.59626
154 H -1.22769 -1.15706 -4.62380
155 H -3.83669 -1.45201 -3.84044
156 H -3.31240 -1.81689 -5.54760

Atoms 1-2, force components in eV/Å:
O 0.58 -0.45 -0.46
C -1.75 1.81 2.15

Properties
Molecular weight = 1119.17 u
E_tot = -3984.53540 hartree
LUMO level = 0.33 eV
ΔE to the lowest compared entry with this formula, charge and spin = 65.7 kcal/mol
Kohn-Sham gap = 10.11 eV



No. 2
Density functional theory data (ωB97M-V/def2-TZVPD) for C52H79BCsN8P2S3 as an isolated structure.

Geometry (Å):
1 Cs -1.13284 1.73459 -0.05005
2 C -2.94917 -2.96077 0.12419
3 C -1.63721 -2.95386 -0.58846
4 C -1.43813 -3.64002 -1.74596
5 C -0.17594 -3.57631 -2.40159
6 N 0.79567 -2.84717 -1.95692
7 N 0.64474 -2.16150 -0.79596
8 B 1.85616 -1.49137 -0.33294
9 N 2.19024 -1.55845 1.12513
10 N 2.37487 -2.79308 1.58364
11 C 2.72623 -2.95966 2.82085
12 C 2.85345 -1.84752 3.69751
13 C 2.66771 -0.58297 3.22843
14 C 2.72161 0.62390 4.10460
15 C 2.37236 -0.41852 1.83772
16 S 2.20797 1.07253 1.09023
17 C 3.01355 -4.37766 3.28922
18 C 4.46782 -4.43575 3.77956
19 C 2.83210 -5.37502 2.14274
20 C 2.05469 -4.73836 4.43173
21 N 3.01212 -1.08280 -1.14250
22 N 4.15519 -1.37587 -0.46827
23 C 5.30437 -0.96790 -0.88627
24 C 5.42281 -0.18270 -2.05951
25 C 4.30791 0.11171 -2.77968
26 C 4.39164 0.98010 -3.99331
27 C 3.03099 -0.36187 -2.33324
28 S 1.64107 0.04682 -3.14182
29 C 6.48132 -1.37493 -0.00374
30 C 6.34486 -0.63417 1.33554
31 C 6.41423 -2.88821 0.25020
32 C 7.82265 -1.02787 -0.64979
33 C -0.54344 -2.20515 -0.04802
34 S -0.67869 -1.45137 1.42724
35 C 0.15474 -4.41415 -3.63686
36 C 1.34431 -5.32118 -3.28067
37 C -1.02098 -5.28621 -4.07991
38 C 0.56768 -3.50006 -4.79831
39 H -3.68377 -3.54554 -0.42855
40 H -3.32008 -1.93822 0.25133
41 H -2.83595 -3.37570 1.12675
42 H -2.24859 -4.22770 -2.15187
43 H 3.06851 -2.00046 4.74746
44 H 2.99454 0.35509 5.12419
45 H 1.74339 1.11013 4.10713
46 H 3.43421 1.34751 3.70795
47 H 5.14756 -4.12370 2.98374
48 H 4.72648 -5.45383 4.07582
49 H 4.62475 -3.77912 4.63731
50 H 3.49517 -5.13052 1.31306
51 H 1.80883 -5.34606 1.76942
52 H 3.05536 -6.38374 2.49488
53 H 2.23167 -4.11730 5.31164
54 H 2.18755 -5.78302 4.71796
55 H 1.02054 -4.59556 4.11414
56 H 6.37890 0.20595 -2.37971
57 H 5.43167 1.17110 -4.25655
58 H 3.88968 1.93009 -3.80033
59 H 3.87861 0.51404 -4.83352
60 H 5.37085 -0.84327 1.77833
61 H 6.42790 0.44511 1.19214
62 H 7.12559 -0.95414 2.02907
63 H 5.44747 -3.14727 0.67974
64 H 7.20601 -3.18899 0.93927
65 H 6.53883 -3.44351 -0.68234
66 H 7.94496 0.05216 -0.75213
67 H 7.91742 -1.48997 -1.63500
68 H 8.63568 -1.39717 -0.02402
69 H 1.09206 -5.98654 -2.45211
70 H 2.19279 -4.70762 -2.98130
71 H 1.62668 -5.92878 -4.14287
72 H -1.31990 -5.98737 -3.29833
73 H -0.72501 -5.86375 -4.95652
74 H -1.88855 -4.68292 -4.35655
75 H 1.30489 -2.77413 -4.46115
76 H -0.29295 -2.95475 -5.19448
77 H 0.99022 -4.09550 -5.61019
78 C 0.92960 5.14816 0.91078
79 P 0.66973 4.54367 -0.80022
80 C 2.35972 4.92541 -1.45956
81 C -0.27938 5.97135 -1.49027
82 C -0.65157 5.68888 -2.95367
83 P -1.24372 3.92508 -3.10453
84 C 0.22600 3.14728 -3.89971
85 C -2.23804 4.10530 -4.65776
86 H 1.31862 6.17072 0.91623
87 H 1.63840 4.48015 1.40491
88 H -0.01920 5.09226 1.44913
89 H 2.66891 5.93422 -1.17769
90 H 2.38554 4.82965 -2.54628
91 H 3.05470 4.19941 -1.03207
92 H 0.26713 6.91099 -1.36527
93 H -1.19562 6.02562 -0.89486
94 H 0.20693 5.83768 -3.61618
95 H -1.44883 6.35909 -3.28300
96 H 0.57068 3.74832 -4.74567
97 H -0.04980 2.15328 -4.25212
98 H 1.02560 3.02700 -3.17158
99 H -1.67675 4.63495 -5.43213
100 H -3.16036 4.64678 -4.44649
101 H -2.49954 3.10919 -5.01910
102 C -8.11662 -0.79175 2.83621
103 C -6.68149 -0.40410 2.56707
104 C -5.68654 -0.74258 3.48159
105 C -4.35852 -0.38219 3.21600
106 C -3.26297 -0.70834 4.20035
107 C -4.05649 0.28399 2.05231
108 C -5.03240 0.66152 1.07283
109 C -6.37503 0.28530 1.40396
110 N -4.54561 1.26958 0.00103
111 C -5.22720 1.97999 -1.04484
112 C -6.71942 1.70396 -1.33264
113 C -4.45852 1.67821 -2.33949
114 C -5.08515 3.48861 -0.74142
115 H -8.20278 -1.32932 3.78185
116 H -8.49592 -1.43565 2.03858
117 H -8.75533 0.09321 2.88582
118 H -5.93933 -1.27496 4.39423
119 H -3.67471 -1.06494 5.14588
120 H -2.65664 0.18084 4.38874
121 H -2.59801 -1.47875 3.79826
122 H -3.03149 0.57185 1.84925
123 H -7.18821 0.50190 0.72524
124 H -6.90435 0.63681 -1.47219
125 H -6.99902 2.22537 -2.25384
126 H -7.35601 2.08389 -0.53360
127 H -4.59947 0.62987 -2.61672
128 H -3.39125 1.83670 -2.17312
129 H -4.79614 2.31798 -3.16342
130 H -5.49591 3.70182 0.24619
131 H -5.60908 4.09765 -1.48982
132 H -4.02836 3.76508 -0.73424
133 N -1.95421 -0.70614 -3.51076
134 C -1.63086 -0.14420 -2.54260
135 H -2.09609 -1.19989 -4.36267
136 C -2.88884 4.95570 4.71965
137 C -3.17996 5.53167 3.49076
138 C -2.66914 4.96852 2.32009
139 C -1.85518 3.83229 2.34427
140 C -1.57245 3.27553 3.59500
141 C -2.08643 3.82406 4.77209
142 H -3.28871 5.38601 5.63238
143 H -3.80896 6.41961 3.44500
144 H -2.92585 5.43987 1.36938
145 H -0.93371 2.39121 3.67032
146 H -1.86304 3.36758 5.73563

Atoms 1-2, force components in eV/Å:
Cs -0.61 0.10 0.50
C 0.04 0.08 -0.03

Properties
Molecular weight = 1118.13 u
E_tot = -4389.12450 hartree
LUMO level = 0.49 eV
ΔE to the lowest compared entry with this formula, charge and spin = 78.9 kcal/mol
Net charge = -1
Kohn-Sham gap = 2.69 eV



> Kohn-Sham gap of number 2 (C52H79BCsN8P2S3)?

2.69 eV



> Which of these has the highest E_tot?

C52H78O26



> What is the LUMO level in the second record?

0.49 eV



> What is the Kohn-Sham gap in the first record?

10.11 eV